Arrangement P

DFT (ωB97M-V with the def2-TZVPD basis set) results for one molecule with the formula C5H4O3.

Each line ends with the Löwdin charge.
Atoms and positions in Å:
O  -1.63  2.59  -0.72  0.02
C  -1.02  1.43  -0.44  -0.21
O  -0.86  0.36  -1.34  0.06
C  -0.49  -0.63  -0.33  -0.21
C  0.98  -1.16  -0.37  0.00
C  1.53  -0.32  0.41  -0.14
O  0.72  0.64  1.06  -0.06
C  -0.65  0.42  0.64  -0.18
H  -1.12  -1.47  -0.56  0.15
H  1.27  -1.93  -1.16  0.15
H  2.58  -0.51  1.14  0.21
H  -1.28  0.59  1.66  0.22

Output
net charge	0
HOMO-LUMO gap	10.448	eV
LUMO	0.44	eV
2S+1	1
HOMO energy	-0.3677	hartree

***

Arrangement Q

DFT (ωB97M-V with the def2-TZVPD basis set) results for a 3-piece molecular cluster, C5H4O3 overall.

Each line ends with the Löwdin charge.
Atoms and positions in Å:
C  1.53  -2.03  1.28  -0.19
C  0.92  -0.99  0.28  -0.15
C  0.57  0.07  -0.25  0.06
C  -0.57  1.09  -0.37  -0.33
C  -1.55  1.16  -1.53  -0.39
H  2.59  -1.29  1.40  0.12
H  0.70  -2.14  2.61  0.20
H  1.72  -3.46  0.72  0.19
H  -1.77  2.85  -0.59  0.24
O  -0.52  1.92  0.48  0.12
O  -2.37  2.23  -1.38  0.04
O  -1.24  0.60  -2.64  0.09

Output
net charge	0
HOMO-LUMO gap	9.304	eV
LUMO	-1.02	eV
2S+1	1
HOMO energy	-0.3795	hartree

***

Arrangement R

DFT (ωB97M-V with the def2-TZVPD basis set) results for one molecule with the formula C5H4O3.

Each line ends with the Löwdin charge.
Atoms and positions in Å:
C  -2.55  -0.61  -0.49  0.09
C  -1.55  0.04  -0.22  -0.13
C  -0.62  0.97  0.62  -0.09
C  0.85  0.96  -0.13  -0.13
O  1.59  2.03  -0.26  0.05
C  1.21  -0.65  0.01  -0.34
O  1.30  -1.23  1.14  0.08
O  2.24  -0.84  -0.89  0.08
H  -3.29  -1.21  -1.12  0.06
H  -0.99  1.99  0.69  0.11
H  -0.49  0.37  1.47  0.08
H  2.31  -1.81  -0.83  0.13

Output
net charge	0
HOMO-LUMO gap	9.315	eV
LUMO	-0.87	eV
2S+1	1
HOMO energy	-0.3743	hartree

***

On energetic grounds, arrangement P is preferred over the next structure by 0.0148 hartree.